The following is a DFT calculation (the ωB97M-V functional and the def2-TZVPD basis) of a 13-piece molecular cluster, C40H83F36N12O2P6 overall in a non-equilibrium geometry.

The geometry in XYZ format:
```
179
Properties=species:S:1:pos:R:3:forces:R:3
C 24.362 -26.907 -5.610 0.85 -1.34 -1.36
C 22.938 -26.624 -5.213 -0.03 -1.20 0.50
N 22.870 -25.573 -4.270 -0.16 1.54 6.19
C 22.822 -24.240 -4.434 -0.61 2.37 2.60
C 22.850 -23.593 -3.117 0.04 -0.65 -4.17
N 22.991 -24.551 -2.187 -1.72 -1.37 -2.29
C 22.942 -25.743 -2.844 0.51 0.51 -1.18
C 23.038 -24.348 -0.727 1.19 -0.77 0.17
H 24.449 -27.989 -5.711 -0.13 -0.16 -0.49
H 25.214 -26.745 -4.949 -0.62 0.82 0.57
H 24.620 -26.487 -6.582 0.02 0.12 0.07
H 22.535 -27.490 -4.687 -0.02 -0.07 -0.05
H 22.237 -26.462 -6.031 0.33 0.29 -0.13
H 22.528 -23.810 -5.380 0.36 0.11 0.07
H 22.716 -22.537 -2.937 0.13 -0.26 0.31
H 23.088 -26.661 -2.294 -0.18 -0.16 -0.44
H 24.120 -24.339 -0.600 -0.13 0.23 0.95
H 22.591 -25.200 -0.215 0.01 0.02 -0.25
H 22.584 -23.444 -0.321 -0.02 0.08 -0.75
C 11.182 -22.476 -3.912 -0.06 -0.35 -1.25
C 12.256 -21.407 -4.233 -0.79 -0.10 -0.09
N 13.367 -21.505 -3.341 2.11 2.06 4.24
C 14.177 -22.574 -3.053 2.16 -0.32 -0.84
C 15.288 -22.195 -2.252 -4.33 1.20 -0.65
N 14.864 -20.912 -1.777 0.02 -0.64 -3.51
C 13.794 -20.506 -2.496 0.46 -1.15 -0.22
C 15.698 -20.055 -0.939 -0.01 -0.69 -0.01
H 11.119 -23.179 -4.742 -0.10 0.01 -0.11
H 10.192 -22.030 -3.817 0.15 0.05 0.11
H 11.365 -23.119 -3.051 0.31 0.51 0.22
H 11.800 -20.420 -4.163 0.25 0.06 0.47
H 12.725 -21.372 -5.217 -0.56 -0.76 -0.36
H 13.960 -23.458 -3.634 0.53 -0.23 0.26
H 16.251 -22.633 -2.033 -0.16 -0.24 0.44
H 13.383 -19.508 -2.465 -0.04 -0.17 0.12
H 15.591 -19.000 -1.191 -0.51 -0.14 0.36
H 16.724 -20.307 -1.209 0.03 -0.15 0.64
H 15.374 -20.400 0.043 0.94 0.94 0.54
C 20.950 -20.422 -3.641 -0.40 0.35 -1.19
C 19.737 -20.525 -2.766 0.70 -0.53 1.42
N 19.784 -19.384 -1.763 0.83 0.07 3.22
C 19.808 -18.056 -2.081 0.37 1.87 1.30
C 20.024 -17.319 -0.897 -1.96 0.81 -2.15
N 19.994 -18.123 0.181 1.82 -3.32 -2.01
C 20.032 -19.398 -0.384 -1.06 -0.20 -0.33
C 20.436 -17.770 1.560 -0.10 -0.36 0.27
H 21.910 -20.361 -3.128 -0.24 0.62 0.32
H 20.656 -19.588 -4.279 1.28 0.17 -0.38
H 21.056 -21.307 -4.268 -0.43 -0.08 -0.18
H 19.810 -21.525 -2.339 -0.52 0.51 1.07
H 18.803 -20.488 -3.326 0.13 0.38 0.06
H 19.731 -17.670 -3.087 -0.08 -0.20 0.20
H 19.982 -16.250 -0.745 0.24 0.02 -0.24
H 20.282 -20.300 0.154 -0.33 -0.01 0.18
H 19.597 -17.804 2.256 -0.11 -0.22 -0.24
H 20.876 -16.775 1.622 -0.24 0.09 -0.72
H 21.214 -18.469 1.865 -0.21 -0.18 -0.06
C 18.230 -13.092 -7.080 0.01 -0.01 -0.30
C 18.498 -12.291 -5.799 0.26 -1.25 -0.65
N 17.895 -12.950 -4.627 -0.87 -1.78 2.09
C 17.875 -12.443 -3.337 -0.07 -0.08 0.61
C 17.324 -13.382 -2.489 0.33 0.64 0.04
N 17.014 -14.507 -3.213 1.69 3.63 -3.21
C 17.391 -14.202 -4.496 -0.07 -1.07 -0.22
C 16.564 -15.735 -2.693 -0.53 -2.06 0.55
H 17.160 -13.069 -7.288 0.10 0.11 -0.37
H 18.538 -14.134 -7.165 -0.01 -0.23 1.04
H 18.830 -12.709 -7.906 -0.43 0.75 -0.03
H 18.084 -11.290 -5.921 -0.05 -0.11 0.28
H 19.573 -12.221 -5.631 -0.05 0.09 0.22
H 18.358 -11.496 -3.145 -0.36 -0.05 0.26
H 17.133 -13.399 -1.426 0.24 0.41 0.11
H 17.405 -14.968 -5.257 -0.25 0.22 -0.15
H 16.147 -15.564 -1.700 0.24 -0.06 -0.01
H 17.386 -16.451 -2.679 0.11 0.13 0.44
H 15.817 -16.243 -3.303 -0.13 0.54 -0.24
C 19.208 -16.213 5.503 0.84 -1.36 0.35
C 20.081 -17.387 6.076 -1.27 -0.13 0.05
N 19.925 -17.565 7.531 0.82 0.72 -0.40
C 20.384 -16.629 8.498 -1.80 -1.81 1.93
C 19.982 -17.139 9.771 0.36 -0.64 -2.25
N 19.451 -18.416 9.576 -0.08 0.75 -1.93
C 19.392 -18.683 8.200 0.65 -0.30 -0.31
C 18.989 -19.408 10.512 0.43 1.51 0.36
H 18.179 -16.327 5.842 0.08 -0.07 -0.03
H 19.210 -16.356 4.422 -0.08 0.50 -0.04
H 19.559 -15.225 5.800 0.12 0.04 -0.15
H 21.091 -17.444 5.670 0.91 1.05 0.75
H 19.826 -18.292 5.525 -1.21 -0.33 0.63
H 20.713 -15.658 8.157 -0.01 -0.04 0.42
H 19.941 -16.815 10.801 0.53 0.64 -0.27
H 18.941 -19.552 7.745 0.00 0.35 0.05
H 19.861 -19.825 11.017 -0.18 -0.46 0.18
H 18.386 -20.164 10.010 0.13 0.16 0.07
H 18.392 -18.817 11.208 -0.27 -0.65 0.49
C 25.760 -16.249 4.593 -0.10 0.43 0.92
N 24.349 -15.706 4.421 -0.72 -0.83 0.13
C 23.598 -16.603 3.365 0.93 1.05 0.06
C 23.529 -15.954 5.660 -0.67 0.76 1.02
C 24.428 -14.234 3.940 -1.56 -0.04 -0.29
C 23.041 -13.528 3.791 -1.59 -0.50 -0.43
O 22.235 -13.990 2.683 2.19 -0.55 0.48
H 25.760 -17.339 4.630 -0.20 0.12 -0.47
H 26.149 -15.933 5.560 -0.32 0.20 0.16
H 26.472 -15.827 3.884 -0.51 -0.29 -0.47
H 22.589 -16.211 3.232 0.27 0.03 0.14
H 23.602 -17.636 3.713 0.16 0.19 -0.05
H 24.167 -16.463 2.446 -0.19 -0.32 -0.09
H 22.509 -15.592 5.533 -0.08 -0.60 -0.80
H 23.728 -15.405 6.580 1.36 0.40 -0.27
H 23.533 -16.998 5.971 0.04 -0.03 -0.61
H 24.998 -14.339 3.016 -0.16 0.44 -0.05
H 24.939 -13.609 4.672 0.40 -0.49 0.12
H 23.033 -12.439 3.763 1.27 0.19 -0.53
H 22.540 -13.601 4.756 -0.34 -0.78 0.21
H 21.278 -13.931 2.737 -0.45 0.52 0.64
C 23.423 -17.672 -4.713 -0.45 -0.77 -1.11
N 23.196 -16.847 -5.999 1.70 1.67 0.59
C 21.760 -16.419 -6.130 -0.19 -1.92 0.32
C 24.116 -15.593 -5.788 0.59 -1.18 -1.33
C 23.753 -17.461 -7.336 0.51 -0.81 1.06
C 23.104 -18.828 -7.861 -0.56 2.16 -0.83
O 22.853 -19.810 -6.917 0.17 0.08 1.07
H 23.083 -17.108 -3.845 0.04 0.09 -0.23
H 24.477 -17.938 -4.632 0.01 0.42 -0.09
H 22.895 -18.619 -4.830 -0.25 0.23 0.07
H 21.532 -16.008 -7.113 0.30 0.24 0.23
H 21.394 -15.849 -5.275 0.59 0.40 -0.12
H 21.257 -17.381 -6.036 -0.57 0.04 -0.32
H 23.907 -14.901 -4.973 -0.86 -0.32 -0.25
H 24.212 -15.201 -6.801 -0.38 0.86 0.34
H 25.119 -15.977 -5.600 -0.09 -0.23 0.27
H 24.835 -17.420 -7.210 0.10 -1.00 0.56
H 23.710 -16.647 -8.059 -1.07 -0.30 -0.32
H 23.553 -19.297 -8.736 1.13 0.64 0.06
H 22.207 -18.415 -8.322 -0.83 -0.33 0.27
H 22.609 -20.619 -7.373 -0.09 0.01 0.01
P 23.636 -20.884 1.745 1.92 0.05 -1.11
F 24.348 -22.180 0.958 -0.34 1.12 -1.66
F 25.079 -20.253 1.973 1.33 -0.27 -0.27
F 23.480 -19.924 0.359 0.45 -0.81 0.76
F 23.173 -19.580 2.659 -1.54 -1.21 -0.13
F 22.201 -21.423 1.350 -0.77 -0.05 0.83
F 23.812 -21.908 2.969 -1.12 1.26 1.38
P 17.969 -13.650 2.134 -2.10 -0.60 -1.18
F 17.413 -12.727 3.289 0.24 0.24 1.13
F 17.609 -15.067 2.925 1.48 1.31 -0.16
F 16.434 -13.731 1.603 -0.08 -0.25 -1.12
F 18.562 -14.504 0.867 -0.18 -0.62 0.36
F 18.190 -12.354 1.171 0.13 0.49 0.17
F 19.450 -13.474 2.724 0.63 -0.66 0.45
P 17.267 -20.128 3.344 -2.02 -0.15 0.16
F 18.852 -20.265 3.183 0.25 0.36 -0.29
F 17.009 -21.373 2.247 0.40 0.62 0.84
F 17.319 -21.179 4.565 -0.03 0.53 -0.12
F 15.648 -19.981 3.522 0.10 -0.52 0.21
F 17.412 -18.777 4.301 0.63 -1.24 0.07
F 17.128 -19.115 2.112 0.75 0.53 -1.22
P 19.040 -24.307 -1.276 -0.75 -0.59 1.28
F 18.191 -22.863 -1.186 0.80 -0.87 -0.30
F 17.918 -24.987 -0.194 2.18 1.15 -1.55
F 18.094 -24.708 -2.549 0.30 -0.10 0.68
F 19.843 -25.774 -1.363 -0.74 1.34 0.42
F 20.136 -23.734 -2.348 -0.32 0.42 -0.47
F 20.082 -23.693 -0.137 -1.44 -1.29 -0.36
P 22.762 -14.673 -1.955 0.59 1.25 2.27
F 23.450 -13.172 -2.019 -0.97 -0.90 -0.14
F 21.537 -14.191 -0.943 1.10 -0.21 -1.46
F 21.887 -14.300 -3.296 0.17 -0.46 0.39
F 22.187 -16.184 -1.915 -0.41 0.14 -0.39
F 23.974 -15.264 -2.851 0.29 0.23 -1.18
F 23.703 -14.987 -0.670 -0.51 0.01 0.19
P 17.710 -18.146 -5.707 0.12 -1.74 -1.84
F 17.228 -18.974 -4.380 0.44 0.30 0.02
F 19.119 -19.038 -5.807 -1.42 0.78 -0.23
F 16.836 -19.236 -6.564 0.91 0.67 0.22
F 18.066 -17.368 -7.198 0.52 -0.72 2.21
F 16.487 -17.159 -5.591 -1.44 0.53 0.04
F 18.496 -17.115 -4.740 0.90 0.45 -0.54
```
Positions in Å, forces in eV/Å.

Results
Lowest unoccupied orbital energy (alpha / beta), eV: -0.61 / -0.61
2S+1: 2
Frontier orbital gap (alpha / beta), eV: 2.273 / 6.485
Total charge: 0
Expectation value of S²: 0.7594
F_max, eV/A: 6.38
E_HOMO (alpha / beta), eV: -2.88 / -7.09

---

The following is a DFT calculation (the ωB97M-V functional and the def2-TZVPD basis) of C40H90F2KN6O4S2 as an isolated structure in a non-equilibrium geometry.

The geometry in XYZ format:
```
145
Properties=species:S:1:pos:R:3:forces:R:3
K 14.302 18.081 10.617 0.00 -0.06 -0.13
C 11.593 12.726 11.635 -0.87 0.31 -0.97
C 10.514 11.529 11.765 0.72 2.73 0.81
C 9.262 12.072 12.580 0.71 -0.99 -1.13
N 8.282 10.956 13.030 -0.65 -0.18 0.93
C 8.468 10.913 14.529 0.02 -1.71 -0.67
C 6.788 11.301 12.743 0.63 -0.94 -0.26
C 5.951 9.937 12.867 0.83 1.96 -0.99
C 6.973 8.878 12.577 1.97 -0.75 -0.32
C 8.393 9.518 12.389 -0.21 1.30 0.12
H 12.384 12.525 10.912 0.38 -0.76 0.48
H 12.002 13.210 12.522 0.11 -1.01 0.49
H 11.251 13.633 11.136 -1.15 -0.08 -0.19
H 11.068 10.762 12.305 -0.45 -0.31 0.13
H 10.266 11.189 10.759 -0.16 0.00 0.14
H 8.697 12.841 12.054 -0.02 -0.38 -0.53
H 9.613 12.613 13.458 0.04 -0.49 0.17
H 8.080 11.830 14.972 0.47 -0.13 0.03
H 9.520 10.653 14.648 0.07 0.72 0.52
H 7.958 10.033 14.922 -0.44 0.21 0.03
H 6.535 12.186 13.328 -0.21 -0.32 0.17
H 6.851 11.603 11.697 -0.47 -0.04 -0.05
H 5.409 9.727 13.789 0.07 0.56 -0.12
H 5.302 9.934 11.991 -0.58 0.29 0.55
H 6.978 8.137 13.376 0.23 -0.08 -0.18
H 6.777 8.378 11.628 -0.20 -0.23 0.21
H 9.244 8.923 12.720 -0.20 0.32 1.04
H 8.717 9.697 11.364 -0.84 0.19 -0.20
C 20.319 18.022 12.190 0.23 -0.62 -0.82
C 21.265 18.293 10.982 -0.01 0.58 -1.00
C 20.622 18.101 9.568 -0.50 1.10 0.65
N 21.462 18.510 8.360 2.00 -1.51 1.32
C 22.745 17.637 8.553 0.54 1.43 -2.25
C 21.942 19.964 8.280 -0.39 0.45 0.60
C 22.362 20.310 6.817 -0.60 -1.31 0.96
C 21.634 19.131 6.041 -0.61 0.71 -0.62
C 20.789 18.274 7.016 0.67 0.43 0.07
H 19.722 18.843 12.587 0.24 0.33 -0.43
H 20.918 17.618 13.007 -0.01 0.11 0.01
H 19.635 17.230 11.883 -0.16 -0.14 0.17
H 22.151 17.668 11.089 -0.06 0.07 0.01
H 21.574 19.335 10.891 0.38 0.11 0.85
H 19.837 18.857 9.533 -0.76 -0.73 -0.03
H 20.330 17.063 9.411 -0.43 0.27 -0.20
H 23.455 18.075 9.255 -0.80 -0.14 0.67
H 23.302 17.839 7.639 -0.01 -0.57 -0.36
H 22.584 16.564 8.660 -0.44 0.35 0.19
H 22.597 20.160 9.129 0.56 -0.27 -0.46
H 21.109 20.627 8.513 -0.54 -0.44 -0.06
H 23.428 20.406 6.610 0.03 -0.67 0.24
H 22.010 21.331 6.672 -0.48 -0.32 -0.56
H 22.302 18.512 5.442 0.26 0.11 0.34
H 20.919 19.524 5.319 0.15 0.20 -0.11
H 20.700 17.228 6.723 0.70 -0.17 0.41
H 19.738 18.560 7.058 0.15 0.63 0.47
C 10.047 7.618 10.172 -1.48 -0.70 -0.52
C 11.468 8.029 9.804 -0.08 -0.58 1.04
C 12.469 7.122 10.574 0.87 1.64 0.57
N 13.978 7.699 10.555 1.21 -0.25 -2.36
C 14.938 6.814 11.370 -1.11 0.64 0.28
C 14.456 7.570 9.063 -1.19 0.57 -1.59
C 14.518 8.963 8.437 -0.07 0.01 1.35
C 14.970 9.861 9.561 -0.36 -0.43 0.64
C 14.266 9.232 10.814 0.17 0.28 0.55
H 9.756 6.651 9.764 0.44 -0.28 -0.08
H 9.283 8.245 9.712 0.31 0.46 -0.26
H 9.706 7.553 11.206 0.89 0.11 0.30
H 11.601 9.056 10.142 0.23 0.07 -0.14
H 11.517 8.002 8.715 0.44 -0.11 0.08
H 12.509 6.064 10.312 0.26 0.24 -0.63
H 12.169 7.101 11.622 0.16 0.33 0.15
H 15.966 6.883 11.013 -0.29 0.10 -0.25
H 14.544 5.801 11.294 0.33 0.02 0.15
H 14.921 7.194 12.392 -0.16 -0.36 0.03
H 15.395 7.057 8.856 -0.06 -0.20 1.02
H 13.692 7.125 8.425 -0.07 -0.95 0.72
H 15.197 8.940 7.585 -0.45 0.23 -0.17
H 13.508 9.337 8.270 -0.01 -0.42 -1.00
H 16.056 9.854 9.652 -0.08 0.18 0.35
H 14.592 10.864 9.363 0.40 0.18 0.46
H 14.878 9.363 11.706 0.35 -0.67 -0.10
H 13.375 9.759 11.157 -0.44 -0.28 -0.71
C 18.186 9.488 3.104 -1.41 0.23 -0.31
C 17.543 10.301 4.245 0.18 -0.48 0.63
C 18.638 11.205 4.763 0.14 1.94 0.66
N 18.165 12.521 5.500 -0.86 0.02 -2.81
C 17.586 12.154 6.810 0.31 1.16 -0.67
C 17.142 13.203 4.535 -0.50 -1.23 -1.26
C 17.278 14.684 4.606 -1.45 1.78 0.03
C 18.449 14.951 5.451 1.07 -1.39 1.42
C 19.197 13.654 5.480 1.90 -1.99 -0.49
H 17.321 9.111 2.558 0.34 -0.43 -0.30
H 18.862 8.660 3.319 -0.05 0.29 0.38
H 18.659 10.224 2.454 0.20 -0.31 -0.18
H 17.094 9.732 5.059 0.54 -0.64 0.13
H 16.624 10.761 3.881 0.52 0.68 -0.47
H 19.248 11.585 3.943 -0.14 -0.06 -0.06
H 19.320 10.705 5.451 -0.14 -0.11 0.07
H 18.433 11.728 7.347 -0.52 -0.03 0.51
H 16.757 11.475 6.612 0.18 -0.04 0.33
H 17.234 13.112 7.194 -0.13 -0.37 0.91
H 16.145 12.764 4.567 -0.01 0.22 1.00
H 17.380 12.943 3.504 0.77 -0.41 0.14
H 16.478 15.203 5.133 -0.56 -0.32 -0.40
H 17.416 15.229 3.673 -0.35 -0.74 -0.43
H 18.055 14.921 6.467 0.50 1.67 0.42
H 19.052 15.772 5.061 -0.01 0.09 0.84
H 19.959 13.525 6.248 -0.48 0.04 0.58
H 19.768 13.377 4.594 -0.10 0.60 -0.46
C 15.609 21.940 16.672 1.32 -0.12 -0.88
C 16.722 20.787 16.369 -3.03 -0.59 1.10
C 15.935 19.384 16.537 3.31 1.43 0.02
N 16.881 18.214 16.080 -2.21 -0.26 -1.25
C 18.018 17.820 17.076 -1.01 1.30 -1.59
C 17.332 18.396 14.591 -0.41 -1.67 0.52
C 16.947 17.012 13.841 -0.43 1.84 0.17
C 15.577 16.656 14.472 0.13 2.20 0.79
C 15.898 16.988 15.909 3.02 -1.65 1.86
H 15.197 22.191 15.695 -0.53 -0.28 0.08
H 15.971 22.918 16.988 0.78 -0.28 0.15
H 14.818 21.744 17.397 0.11 -0.71 -0.16
H 17.584 20.774 17.037 -0.07 0.32 -0.14
H 16.999 20.850 15.317 0.31 0.34 0.29
H 15.028 19.434 15.934 0.11 -0.56 0.06
H 15.775 19.173 17.594 -0.44 0.14 -0.14
H 17.540 17.272 17.889 0.43 -0.03 -0.12
H 18.526 18.730 17.394 -0.33 0.00 0.26
H 18.748 17.301 16.455 -0.25 -0.58 0.39
H 18.376 18.697 14.497 0.01 -0.27 0.35
H 16.745 19.238 14.226 -0.16 -0.37 -0.22
H 17.664 16.195 13.915 0.11 0.24 0.13
H 16.878 17.326 12.800 -0.02 -0.54 -0.15
H 15.153 15.652 14.432 0.42 0.04 -0.42
H 14.828 17.403 14.214 -0.32 -0.19 -0.85
H 16.642 16.224 16.133 -0.13 -0.57 0.24
H 15.238 16.883 16.770 -0.58 0.71 -0.44
N 15.994 16.051 10.613 -5.03 1.15 2.12
S 17.375 15.701 10.146 5.76 -3.98 -2.33
O 17.501 15.111 8.790 0.40 0.87 0.61
O 18.407 15.342 11.149 -0.63 1.86 -1.51
F 17.762 17.238 9.731 0.26 0.79 0.33
S 15.687 14.447 10.928 4.19 -1.60 1.79
O 16.477 13.757 11.983 -2.11 0.97 -0.67
O 15.268 13.658 9.813 -1.78 -0.38 -0.69
F 14.349 14.745 11.770 -1.29 0.33 0.09
```
Positions in Å, forces in eV/Å.

Results
Relative energy (zero: lowest compared OMol25 entry of this formula, charge and spin), kJ/mol: 0.0
Lowest unoccupied orbital energy (alpha / beta), eV: -6.88 / -7.15
2S+1: 2
Frontier orbital gap (alpha / beta), eV: 3.548 / 8.187
Total charge: +4
Expectation value of S²: 0.7516
F_max, eV/A: 7.37
E_HOMO (alpha / beta), eV: -10.42 / -15.33

---

- Look up the 2S+1 of the second one.
  2